1.
Formula: C6H10N2OS
Source: the Open Molecules 2025 dataset
Level of theory: ωB97M-V with the def2-TZVPD basis set

E_HOMO: -0.3082 hartree
total charge: 0
Kohn-Sham gap: 8.7 eV

```
20
Properties=species:S:1:pos:R:3:forces:R:3:lowdin_charge:R:1
C 0.463764 -1.982452 0.173483 -1.352 -1.702 -0.849 -0.185
C 1.727471 -1.678738 0.453168 0.631 0.477 -0.366 -0.236
C -0.031282 0.238497 -0.383319 1.086 0.557 0.148 -0.406
C 1.200958 0.342341 -1.245188 0.271 -2.072 2.819 -0.138
C -1.956937 -1.210689 0.239147 1.168 1.635 -0.052 -0.023
C 0.245031 2.425670 0.592938 -1.257 3.239 -0.070 -0.173
N -0.518335 -1.095278 -0.225135 -1.556 1.305 -0.108 -0.132
N -0.282125 1.159339 0.459652 -2.504 -2.435 -0.563 0.037
O 3.768132 -0.028236 -0.187440 -1.463 -0.462 0.750 -0.549
S 2.338988 0.011835 0.308780 1.476 0.456 -2.000 0.956
H 0.057908 -3.015825 0.021411 0.886 0.666 0.802 0.142
H 2.573611 -2.344113 0.552694 -0.323 -0.358 0.125 0.075
H 1.380258 1.305645 -1.476713 0.608 3.331 -0.757 0.033
H 1.535897 -0.276845 -2.055439 -0.455 -0.849 -0.039 0.102
H -2.669553 -0.805211 -0.571378 1.213 -0.558 1.527 0.115
H -2.165229 -2.219570 0.488218 -0.194 -1.144 -0.269 0.053
H -1.992937 -0.686638 1.231811 -0.494 0.032 -1.132 0.091
H 1.221507 2.652290 0.289819 1.498 0.112 -1.650 0.048
H -0.441627 3.356942 0.418396 0.748 -1.973 -0.696 0.134
H 0.372033 2.646179 1.603119 0.012 -0.256 2.380 0.057
```
Positions in Å, forces in eV/Å.

***

2.
Formula: C45H59BrN9O3PV
Source: the Open Molecules 2025 dataset
Level of theory: ωB97M-V with the def2-TZVPD basis set

E_HOMO (spin up / spin down): -0.1817 / -0.2677 hartree
multiplicity: 4
total charge: 0
Kohn-Sham gap (spin up / spin down): 4.7 / 7.0 eV

```
119
Properties=species:S:1:pos:R:3:forces:R:3:lowdin_charge:R:1
V -0.704230 0.154532 0.815347 0.812 -1.597 -0.007 0.963
Br -2.501030 6.618532 -2.057553 0.020 -0.130 -0.005 0.710
C -2.097830 4.803032 -1.642153 -0.166 0.350 0.149 -0.682
C -1.519030 3.990332 -2.613553 -0.031 -0.209 0.242 -0.098
C -1.215330 2.687032 -2.297353 0.019 -0.094 0.032 -0.014
C -1.436430 2.156832 -1.012453 -0.650 1.595 -0.082 -0.319
O -1.096530 0.929932 -0.754753 -0.212 -0.131 -1.561 -0.182
C -2.039630 3.010532 -0.028153 0.373 -0.178 -1.059 -0.146
C -2.280930 2.553132 1.289547 0.052 -0.720 0.665 -0.026
N -1.824830 1.404432 1.731947 -1.185 2.476 -0.221 -0.015
C -2.165430 0.884532 2.955447 -0.352 -0.850 1.469 -0.225
C -2.539830 1.563132 4.120747 0.073 0.065 -0.188 -0.038
C -2.847330 0.835832 5.259747 -0.017 0.145 0.037 -0.100
C -2.828330 -0.548468 5.273147 0.066 -0.058 -0.199 -0.045
C -2.495530 -1.268368 4.112847 0.007 0.169 0.102 -0.157
C -2.517730 -2.674268 3.990447 0.021 -0.019 0.167 -0.033
C -2.221530 -3.245768 2.761347 0.080 0.187 -0.465 -0.071
C -1.885630 -2.445768 1.685147 -0.158 -1.507 -0.045 -0.159
N -1.826230 -1.108168 1.771847 -0.301 -0.159 0.108 -0.035
C -2.133430 -0.529768 2.957047 -0.500 0.897 0.696 -0.150
C -2.371630 4.332732 -0.384753 0.125 -0.145 -0.006 -0.081
H -1.296230 4.385132 -3.592353 0.009 0.016 -0.071 0.106
H -0.743030 2.046432 -3.023553 0.079 -0.056 -0.028 0.106
H -2.887630 3.173532 1.949247 0.027 -0.065 -0.014 0.139
H -2.553530 2.642332 4.145247 0.012 0.120 0.017 0.100
H -3.106530 1.366932 6.163847 -0.014 0.060 0.074 0.099
H -3.074030 -1.087568 6.176247 -0.047 -0.061 0.060 0.105
H -2.783830 -3.282468 4.841047 -0.018 -0.058 0.087 0.104
H -2.267030 -4.317868 2.634947 0.027 -0.050 -0.078 0.100
H -1.672930 -2.858268 0.707947 0.043 -0.053 0.023 0.080
H -2.806530 4.983732 0.359347 -0.075 0.058 0.046 0.108
C 0.965270 -4.317768 0.841247 0.010 0.105 0.044 -0.045
C 1.453970 -3.117568 1.601247 -0.043 -0.129 0.007 -0.266
C 2.283970 -3.292368 2.707447 -0.109 0.132 -0.162 -0.023
C 2.757770 -2.187568 3.396247 -0.147 -0.066 -0.081 -0.269
C 3.747970 -2.343368 4.514147 -0.035 0.023 -0.054 -0.048
C 2.341870 -0.914568 3.034447 -0.178 0.118 -0.012 0.003
C 1.489370 -0.688768 1.936147 0.683 -1.132 0.178 -0.265
C 1.101470 -1.839968 1.211247 0.121 0.326 0.209 -0.039
N 0.998070 0.511232 1.494647 0.630 0.659 0.064 -0.048
C 1.696670 1.755132 1.780747 0.154 0.390 0.150 -0.412
C 1.164270 2.871832 0.863647 0.107 -0.063 0.048 -0.073
C 1.913070 4.187432 1.101447 -0.104 0.214 -0.135 -0.266
C 3.403970 4.006432 0.828447 -0.026 -0.072 0.039 -0.113
C 3.936370 2.903132 1.738647 0.279 0.020 -0.059 -0.284
C 3.732770 3.297932 3.202947 -0.003 -0.006 -0.071 -0.114
C 2.245470 3.535932 3.472147 0.008 0.141 0.317 -0.286
C 1.723770 4.635432 2.549647 0.059 -0.083 -0.023 -0.117
C 1.471170 2.241932 3.227747 0.156 0.035 -0.045 -0.066
C 3.192970 1.603532 1.448847 -0.011 0.089 0.118 -0.070
H 1.787470 -4.993268 0.612247 0.040 -0.077 -0.036 0.079
H 0.484570 -4.020968 -0.088253 -0.098 -0.021 -0.120 0.062
H 0.239470 -4.864268 1.442447 -0.089 -0.085 -0.014 0.078
H 2.556570 -4.288768 3.026747 0.099 -0.108 -0.049 0.113
H 3.810170 -3.377368 4.844447 0.011 -0.051 0.067 0.072
H 3.481670 -1.713968 5.360647 0.013 0.016 0.107 0.079
H 4.736870 -2.036768 4.169847 0.069 -0.008 0.054 0.083
H 2.702970 -0.099368 3.639047 -0.009 0.080 -0.057 0.094
H 0.512370 -1.683568 0.304747 0.157 -0.360 -0.063 0.072
H 0.108270 3.035932 1.073347 0.056 -0.009 0.031 0.096
H 1.255370 2.576132 -0.183853 -0.040 -0.041 0.050 0.100
H 1.511970 4.946032 0.421047 -0.011 -0.069 0.014 0.146
H 3.939770 4.940432 1.018147 0.001 0.065 -0.018 0.121
H 3.552070 3.742432 -0.219553 0.037 -0.012 -0.101 0.105
H 5.006770 2.749832 1.549947 -0.077 0.021 0.011 0.139
H 4.302770 4.205032 3.423347 0.018 0.006 0.034 0.119
H 4.106870 2.503532 3.856047 0.032 0.001 0.049 0.119
H 2.116270 3.840332 4.518347 -0.021 -0.032 -0.078 0.139
H 2.267270 5.566332 2.731747 0.004 0.058 -0.006 0.119
H 0.667970 4.825832 2.754447 -0.097 0.013 0.020 0.117
H 0.400670 2.410132 3.372947 -0.076 -0.033 -0.006 0.118
H 1.773970 1.500232 3.964147 -0.036 -0.050 0.000 0.106
H 3.646070 0.787632 2.009947 0.023 0.038 -0.039 0.106
H 3.273270 1.352132 0.386247 -0.003 -0.061 -0.050 0.124
C -3.108930 -1.506768 -5.358553 0.077 -0.057 -0.126 -0.125
N -2.790430 -1.309668 -3.964653 0.077 -0.460 0.549 -0.310
C -3.139230 0.009432 -3.488353 -0.035 0.224 0.238 -0.096
P -2.528230 -2.524868 -2.845853 -0.378 -0.698 -1.490 0.565
O -1.865030 -2.027568 -1.629153 0.206 0.185 0.550 -0.273
N -1.649630 -3.602868 -3.822853 -0.580 0.672 0.733 -0.313
C -0.424730 -3.078468 -4.384753 0.104 0.117 -0.295 -0.128
C -1.556730 -4.999868 -3.474753 -0.104 -0.178 0.014 -0.107
N -3.949930 -3.326768 -2.477053 0.767 0.293 -0.044 -0.316
C -4.808230 -3.913368 -3.477153 -0.049 0.086 -0.082 -0.111
C -4.307130 -3.634868 -1.112253 0.023 0.062 0.256 -0.100
H -2.531830 -0.790668 -5.954353 -0.064 -0.063 -0.064 0.089
H -4.172830 -1.331268 -5.558453 0.008 -0.041 -0.015 0.086
H -2.842230 -2.514868 -5.665553 -0.028 0.021 -0.090 0.068
H -2.633430 0.762632 -4.099453 0.005 0.007 0.080 0.084
H -2.820130 0.118632 -2.453253 -0.005 0.103 -0.034 0.063
H -4.217530 0.194332 -3.557253 -0.024 -0.011 0.023 0.091
H -0.485330 -1.993068 -4.412153 0.185 0.009 -0.102 0.071
H -0.284630 -3.456468 -5.402853 0.057 0.013 0.028 0.089
H 0.449270 -3.368468 -3.790953 0.021 -0.004 0.015 0.075
H -2.449930 -5.303568 -2.933953 -0.033 -0.127 -0.031 0.069
H -0.683830 -5.211768 -2.843953 -0.016 0.008 -0.008 0.082
H -1.469730 -5.588868 -4.393653 -0.011 -0.090 0.125 0.089
H -4.403130 -3.725068 -4.466853 -0.049 -0.090 -0.121 0.065
H -5.814230 -3.485668 -3.425753 -0.009 -0.004 -0.016 0.088
H -4.898230 -4.996468 -3.325353 0.046 0.038 -0.078 0.085
H -3.579930 -3.172468 -0.448153 -0.106 -0.091 0.090 0.050
H -4.324230 -4.720968 -0.946753 0.023 0.074 0.032 0.086
H -5.298630 -3.236268 -0.872353 0.025 -0.037 -0.012 0.089
C 4.601970 2.813832 -3.384853 0.227 0.342 -0.088 -0.028
N 3.703970 1.786732 -2.915353 -0.461 0.061 0.251 -0.050
C 4.076570 0.497932 -2.840553 -0.239 -0.487 0.095 -0.062
C 3.204670 -0.476668 -2.476653 0.113 -0.006 -0.025 -0.002
C 1.867970 -0.062468 -2.192453 0.353 0.418 -0.170 -0.369
N 1.535570 1.208532 -2.172153 -0.684 -0.338 0.091 0.190
C 2.390070 2.185132 -2.498353 0.796 -0.275 -0.332 -0.518
O 2.120570 3.366832 -2.483553 -0.173 0.611 0.038 0.045
N 0.893770 -0.952468 -1.970253 -0.201 -0.058 0.072 0.178
H 4.986770 2.565132 -4.374453 0.000 -0.010 0.011 0.092
H 5.436470 2.953632 -2.696153 0.003 0.015 0.007 0.095
H 4.018870 3.734032 -3.432453 0.198 -0.097 -0.027 0.088
H 5.104570 0.273232 -3.091253 0.043 0.042 -0.056 0.132
H 3.483670 -1.514868 -2.422853 0.183 -0.071 -0.015 0.102
H 1.077270 -1.939168 -1.950853 -0.031 0.064 0.024 0.095
H -0.035930 -0.610968 -1.746553 0.063 -0.150 -0.278 0.056
```
Positions in Å, forces in eV/Å.

***

Which energy above the lowest of the compared OMol25 structures with the same formula, charge and spin belongs to each record? In order, 440.63 103.16 kJ/mol.